(1)
The following is a DFT calculation (ωB97M-V/def2-TZVPD) of C4H9NOS in the gas phase.

Structure (XYZ):
```
16
C4H9NOS, DFT ωB97M-V/def2-TZVPD
S -2.6285 0.0247 -0.2081
O -0.9871 2.0153 -0.3695
N -0.2925 -1.2836 -0.5353
C 1.4349 0.5490 -0.7300
C 0.1945 -0.0168 -0.1216
C -1.1189 0.8546 -0.2197
C 0.1814 0.1149 1.3413
H 0.6297 -1.9938 -0.6688
H 2.3978 0.2282 -0.3030
H 0.1085 1.1579 2.0498
H -0.5894 -1.4263 -1.5334
H 0.9197 -0.5987 1.8802
H -0.8116 -0.3826 1.5733
H -2.2504 -1.1716 0.3536
H 1.3305 1.6077 -0.5780
H 1.4816 0.3211 -1.9307
```

The calculation puts the lowest unoccupied orbital energy at 0.664 eV.

Atomic partial charges in e from the Löwdin method, atoms 1 to 8:
1. S 0.872
2. O 0.045
3. N -0.053
4. C -0.041
5. C -0.714
6. C -0.836
7. C -0.106
8. H 0.173



(2)
The following is a DFT calculation (ωB97M-V/def2-TZVPD) of C4H9NOS in the gas phase.

Structure (XYZ):
```
16
C4H9NOS, DFT ωB97M-V/def2-TZVPD
S 2.5748 0.2999 0.9854
O -2.7953 -0.7488 -0.3412
N -1.0068 1.3621 -0.1492
C 0.3190 -0.7729 -0.4397
C -0.7303 0.0095 0.4415
C 1.6784 -0.0269 -0.5963
C -1.9818 -0.7662 0.5811
H 1.5437 0.8359 1.6724
H -0.3837 0.2369 1.4840
H 1.6478 0.9655 -1.1885
H -0.2477 -0.9376 -1.4052
H -1.3051 1.2550 -1.2155
H 2.4625 -0.6362 -1.2231
H -0.0689 1.9738 -0.1900
H 0.4907 -1.6822 0.0546
H -2.1974 -1.3679 1.5297
```

The calculation puts the lowest unoccupied orbital energy at 0.662 eV.

Atomic partial charges in e from the Löwdin method, atoms 1 to 8:
1. S 0.674
2. O 0.039
3. N -0.004
4. C -0.215
5. C -0.421
6. C -0.565
7. C -0.223
8. H -0.166



(3)
The following is a DFT calculation (ωB97M-V/def2-TZVPD) of C4H9NOS in the gas phase.

Structure (XYZ):
```
16
C4H9NOS, DFT ωB97M-V/def2-TZVPD
S 3.3715 -0.8041 0.3159
O 0.7814 -0.7748 0.1123
N 1.8449 1.1565 -0.5852
C 1.9322 -0.0871 -0.0775
C -0.5135 -0.2044 -0.2012
C -1.4220 -1.3985 -0.3440
C -0.9795 0.7074 0.9284
H 2.7528 1.6283 -0.7047
H 0.9587 1.6465 -0.8066
H -1.1206 -2.0187 -1.1445
H -0.2738 1.5690 1.0821
H -1.9309 1.1359 0.6832
H -2.4044 -1.0406 -0.5802
H -0.4700 0.3191 -1.1551
H -1.0224 0.1148 1.8471
H -1.5045 -1.9494 0.6301
```

The calculation puts the lowest unoccupied orbital energy at 0.650 eV.

Atomic partial charges in e from the Löwdin method, atoms 1 to 8:
1. S 0.614
2. O -0.099
3. N 0.087
4. C -0.967
5. C -0.432
6. C -0.039
7. C -0.039
8. H 0.110



(4)
The following is a DFT calculation (ωB97M-V/def2-TZVPD) of 2 unconnected molecules or ions with the total composition C4H9NOS.

Structure (XYZ):
```
16
C4H9NOS, DFT ωB97M-V/def2-TZVPD
S -2.9784 0.1980 -0.6341
O -4.2584 0.4162 0.0217
N -0.0560 -1.0403 -0.4291
C 2.0777 -0.4659 0.2241
C 0.3142 1.4209 -0.0880
C 0.4916 -0.0464 0.3731
C -2.1065 -1.0290 -0.0206
H -0.7159 1.6483 -0.2280
H 2.4052 -1.3445 0.8876
H 2.7104 0.3979 0.4547
H 1.0171 1.5564 -0.9893
H -0.0451 -0.7910 -1.3936
H 0.2622 -0.1539 1.4913
H 0.7579 2.0359 0.7129
H 2.2994 -0.8449 -0.8830
H -2.1754 -1.9576 0.5002
```

The calculation puts the lowest unoccupied orbital energy (spin up / spin down) at -0.486 / -0.485 eV.

Atomic partial charges in e from the Löwdin method, atoms 1 to 8:
1. S 0.829
2. O -0.560
3. N 0.027
4. C -0.076
5. C -0.084
6. C -0.547
7. C -0.240
8. H 0.009



Which one sits at the bottom of the stability order? (4) does.



(1)
The following is a DFT calculation (ωB97M-V/def2-TZVPD) of C4H9NOS in the gas phase.

Structure (XYZ):
```
16
C4H9NOS, DFT ωB97M-V/def2-TZVPD
S 1.5920 -2.2013 0.9721
O -1.6147 1.1119 0.8080
N -0.3710 0.5909 -1.0846
C -1.1724 1.4173 -0.3018
C -1.4335 2.7518 -0.9754
C 0.4024 -0.6198 -0.8123
C 0.5971 -0.7639 0.6992
H -2.2901 2.5916 -1.6327
H 0.0207 -1.4123 -1.5541
H -0.6046 3.1897 -1.6675
H -0.1835 -1.1515 1.3853
H -0.3451 0.7159 -2.0663
H 1.3328 -0.2115 -1.3090
H 1.0012 0.1823 1.1395
H -1.5423 3.6083 -0.2399
H 2.2918 -2.0350 -0.1392
```

The calculation puts the lowest unoccupied orbital energy at 0.645 eV.

Atomic partial charges in e from the Löwdin method, atoms 1 to 8:
1. S 0.722
2. O 0.034
3. N -0.004
4. C -0.514
5. C -0.030
6. C -0.264
7. C -0.602
8. H 0.074



(2)
The following is a DFT calculation (ωB97M-V/def2-TZVPD) of 2 unconnected molecules or ions with the total composition C4H9NOS.

Structure (XYZ):
```
16
C4H9NOS, DFT ωB97M-V/def2-TZVPD
S -0.1184 0.1321 -1.8875
O 0.2706 -1.3125 2.5657
N 1.4262 0.7948 2.7153
C 0.8203 -0.2437 2.5266
C -1.5413 0.1061 -0.9466
C -1.7383 1.1537 0.1764
C 1.5637 -1.1526 -1.3405
H -1.3220 2.2014 -0.1206
H 1.0140 -1.8945 -0.8807
H 1.5934 1.6361 2.0271
H 2.0796 -1.3729 -2.2880
H -2.7685 1.1417 0.4804
H -0.5639 -0.8315 -2.7325
H -1.9258 -0.7917 -0.5431
H 2.2513 -0.5564 -0.7917
H -1.0408 0.9898 1.0398
```

The calculation puts the lowest unoccupied orbital energy at 0.438 eV.

Atomic partial charges in e from the Löwdin method, atoms 1 to 8:
1. S 0.872
2. O 0.108
3. N 0.147
4. C -0.411
5. C -0.583
6. C -0.216
7. C -0.181
8. H 0.085



Which one sits at the bottom of the stability order? (2) does.



(1)
The following is a DFT calculation (ωB97M-V/def2-TZVPD) of C4H9NOS in the gas phase.

Structure (XYZ):
```
16
C4H9NOS, DFT ωB97M-V/def2-TZVPD
S -3.1857 0.1225 0.9671
O 1.1794 1.2479 1.8413
N 0.8846 -0.6545 -0.0537
C -0.2122 0.3634 0.1045
C 0.6320 1.5246 0.6901
C 1.3796 -0.9718 -1.4195
C -1.3119 -0.3837 1.0199
H 2.3495 -1.4203 -1.4158
H 0.6676 2.6091 0.3137
H -1.1563 -0.2894 2.0533
H -3.1525 0.3486 -0.2913
H 0.5882 -1.4533 -2.0314
H -0.6432 0.6933 -0.7780
H -1.1035 -1.4102 0.4937
H 1.6674 -0.3245 0.5172
H 1.4170 -0.0016 -2.0112
```

The calculation puts the lowest unoccupied orbital energy at 0.151 eV.

Atomic partial charges in e from the Löwdin method, atoms 1 to 8:
1. S 0.652
2. O -0.046
3. N -0.106
4. C -0.336
5. C -0.106
6. C -0.105
7. C -0.401
8. H 0.066



(2)
The following is a DFT calculation (ωB97M-V/def2-TZVPD) of a molecular structure, C4H9NOS.

Structure (XYZ):
```
16
C4H9NOS, DFT ωB97M-V/def2-TZVPD
S -4.0771 -0.4907 -0.1750
O 1.5149 -1.6046 0.2968
N 0.1371 1.5421 0.8977
C 3.0114 -0.3925 -1.1155
C -0.9002 0.6216 0.9314
C 2.0158 -0.5708 -0.1761
C -1.0428 -0.2042 -0.2046
H -1.2586 0.2964 1.9138
H -3.9990 -1.0730 1.0368
H -1.4914 -1.1761 -0.0631
H -0.3440 -0.0359 -1.0091
H -0.2513 2.4211 0.5355
H 3.5554 -1.2005 -1.5855
H 3.0497 0.5529 -1.6479
H -1.7074 0.9117 0.0053
H 1.7876 0.4024 0.3595
```

The calculation puts the lowest unoccupied orbital energy at -4.437 eV.

Atomic partial charges in e from the Löwdin method, atoms 1 to 8:
1. S 0.145
2. O 0.018
3. N 0.061
4. C 0.106
5. C -0.310
6. C -0.426
7. C -0.001
8. H 0.150



Which one sits at the bottom of the stability order? (2) does.



(1)
The following is a DFT calculation (ωB97M-V/def2-TZVPD) of C4H9NOS in the gas phase.

Structure (XYZ):
```
16
C4H9NOS, DFT ωB97M-V/def2-TZVPD
S 1.0226 0.3052 -2.5857
O -1.9109 -0.6283 0.7315
N -0.4864 0.0667 2.3387
C 0.2225 0.1654 -0.0006
C -0.2039 -0.2376 -1.3757
C 0.8759 0.0452 2.8772
C -0.8130 -0.2044 1.0372
H 1.5005 -0.6634 2.3380
H -0.3425 -1.3155 -1.4029
H 1.2076 -0.2082 0.2905
H -1.1827 -0.2809 2.9813
H 0.1754 0.6256 -3.5508
H 0.3494 1.2487 0.1067
H -1.1631 0.2275 -1.5923
H 0.8034 -0.2866 3.9106
H 1.3514 1.0223 2.8027
```

The calculation puts the lowest unoccupied orbital energy at 0.772 eV.

Atomic partial charges in e from the Löwdin method, atoms 1 to 8:
1. S 0.713
2. O 0.061
3. N 0.008
4. C -0.225
5. C -0.576
6. C -0.081
7. C -0.508
8. H 0.075



(2)
The following is a DFT calculation (ωB97M-V/def2-TZVPD) of C4H9NOS in the gas phase.

Structure (XYZ):
```
16
C4H9NOS, DFT ωB97M-V/def2-TZVPD
S 1.3058 -1.7997 -1.5395
O 0.1603 -0.8768 3.3138
N 0.0174 -0.1940 1.1819
C 0.1351 -0.3306 -1.8641
C -0.4192 -0.1992 2.4944
C -0.4418 0.8217 0.2905
C 0.3650 0.9031 -1.0240
H -1.2143 0.5090 2.7575
H 0.1412 -0.2160 -2.9476
H 0.7254 -0.9159 1.2212
H 0.3347 -2.3905 -0.8273
H 0.1261 1.8201 -1.5565
H -0.8292 -0.7614 -1.5782
H -1.5097 0.9208 0.0232
H -0.3263 1.7907 0.8025
H 1.4294 0.9186 -0.7479
```

The calculation puts the lowest unoccupied orbital energy at 0.764 eV.

Atomic partial charges in e from the Löwdin method, atoms 1 to 8:
1. S 0.656
2. O 0.018
3. N 0.019
4. C -0.505
5. C -0.349
6. C -0.248
7. C -0.258
8. H 0.134



Which one sits at the bottom of the stability order? (2) does.